Model i:
Computed, not measured: the ion C10H18N3 with charge +1, with ωB97M-V with the def2-TZVPD basis set.

- LUMO: -3.99 eV
- SMILES string: C/C=[NH+]/[C@@]1(C)[C@H]2[C@H](C)[C@H]2C=CN1N
- HOMO: -11.1 eV

```
! wB97M-V def2-TZVPD RIJCOSX def2/J DEFGRID3
* xyz 1 1
C -0.56074 3.27683 0.58722
C -0.67123 1.78449 0.62918
N 0.38664 1.04458 0.72205
C 0.44799 -0.40092 0.73347
C 0.90001 -1.04812 2.00797
C -0.65190 -1.13446 0.10197
C -1.34805 -0.56989 -1.13091
C -2.81314 -0.59494 -1.18594
C -0.55279 -1.88304 -1.18791
C 0.80263 -2.04472 -1.76093
C 1.85233 -1.34310 -1.28867
N 1.89027 -0.39724 -0.34006
N 2.92357 0.17574 0.33603
H -0.78021 3.75484 -0.46843
H -1.36609 3.58114 1.21554
H 0.37510 3.71130 1.05239
H -1.56090 1.14741 0.36849
H 1.33627 1.58605 0.75401
H 0.15161 -0.66826 2.70634
H 1.95261 -0.65080 2.27834
H 0.68513 -2.15898 1.86883
H -1.19041 -1.64898 0.79768
H -0.86377 0.28077 -1.74987
H -3.13161 -0.27096 -2.31450
H -3.16742 -0.00056 -0.38857
H -3.20914 -1.63374 -1.06192
H -1.12517 -2.84083 -1.23230
H 1.01131 -2.74177 -2.48853
H 2.81636 -1.55271 -1.84960
H 3.38218 0.93821 -0.21586
H 3.76839 -0.47046 0.65151
*
```

Model ii:
Computed, not measured: the ion C10H18N3 with charge +1, with ωB97M-V with the def2-TZVPD basis set.

- LUMO: -3.03 eV
- HOMO: -11.5 eV

```
! wB97M-V def2-TZVPD RIJCOSX def2/J DEFGRID3
* xyz 1 1
C -3.41016 -0.34299 0.45352
C -3.15105 -1.62827 0.04701
C -2.26025 0.42214 0.14843
C -1.40869 -0.43945 -0.47702
C -0.99889 2.30380 -0.54243
C 0.64246 0.39472 -0.72165
C 3.04758 0.11490 -0.25410
C 1.55240 -1.88399 -0.42372
C 1.37009 -0.37100 1.55832
C 1.64158 -0.43045 0.04974
N -1.90071 -1.69302 -0.49182
N -1.96353 1.77973 0.35767
N 0.35068 1.71973 -0.15797
H -4.29833 0.01447 0.93154
H -3.77965 -2.49402 0.08806
H -1.15649 2.01956 -1.59546
H -0.94397 3.39044 -0.44711
H 0.75883 0.41526 -1.79679
H 3.78752 -0.46982 0.28286
H 3.15926 1.15237 0.05576
H 3.26863 0.04251 -1.31516
H 0.65710 -2.35169 -0.02293
H 1.52472 -1.94086 -1.51071
H 2.41546 -2.44476 -0.07292
H 1.70690 0.56388 2.00587
H 1.91896 -1.16801 2.05151
H 0.31259 -0.52086 1.76943
H -1.50770 -2.49570 -0.95348
H -2.77372 2.35653 0.52722
H 1.09607 2.38094 -0.41178
H 0.34230 1.60387 0.86810
*
```

Most stable: model ii (next structure +52.9 kcal/mol)

Model i:
Computed, not measured: a structure of composition CH3ClOSi, with ωB97M-V with the def2-TZVPD basis set.

- LUMO: -0.27 eV
- HOMO: -9.9 eV

```
! wB97M-V def2-TZVPD RIJCOSX def2/J DEFGRID3
* xyz 0 1
C -0.76734 0.62413 -0.06350
O -1.29967 1.63724 -0.03899
Si 0.92426 -0.23422 0.00170
Cl -2.27665 -1.08865 0.05393
H 0.35311 -1.35908 -0.83301
H 1.14888 -0.19422 1.39357
H 1.91741 0.61479 -0.51371
*
```

Model ii:
Computed, not measured: an isolated molecule of CH3ClOSi, with ωB97M-V with the def2-TZVPD basis set.

- LUMO: 0.52 eV
- SMILES string: Cl[Si@H]1CO1
- HOMO: -8.9 eV

```
! wB97M-V def2-TZVPD RIJCOSX def2/J DEFGRID3
* xyz 0 1
Cl 0.30313 -2.55642 -0.68795
Si 0.41126 -0.57847 -0.63488
C -0.62783 0.60846 0.53288
O 0.64795 0.04612 0.89708
H 1.10205 0.31533 -1.63034
H -0.35403 1.57529 0.08101
H -1.48253 0.58968 1.44221
*
```

Most stable: model ii (next structure +23.8 kcal/mol)

Model i:
Computed, not measured: a structure of composition C5H9O, with ωB97M-V with the def2-TZVPD basis set.

- LUMO: 2.57 eV
- HOMO: -2.5 eV

```
! wB97M-V def2-TZVPD RIJCOSX def2/J DEFGRID3
* xyz -1 1
C 1.45256 0.32150 0.39821
O 3.42873 -1.56934 0.67749
C -0.01195 -0.00839 0.24351
C -0.95083 1.18000 0.03651
C -2.13118 1.35935 -0.55533
C -2.39930 0.01827 -0.75393
H 1.60531 1.05816 -0.37410
H 3.87823 -2.41942 0.60772
H -0.11385 -0.54974 -0.63209
H 1.68644 0.72310 1.28446
H -0.40940 -0.59986 1.17121
H 2.09617 -0.51684 0.20989
H -2.82334 2.19322 -0.69382
H -2.30326 -0.71919 0.06083
H -3.00432 -0.47083 -1.68056
*
```

Model ii:
Computed, not measured: the ion C5H9O with charge -1, with ωB97M-V with the def2-TZVPD basis set.

- LUMO: 3.90 eV
- SMILES string: C=CCCC[O-]
- HOMO: -2.2 eV

```
! wB97M-V def2-TZVPD RIJCOSX def2/J DEFGRID3
* xyz -1 1
C -2.00380 -1.21702 1.55307
C -1.23065 -0.13407 1.19630
C -1.07202 0.31794 -0.16591
C 0.25482 -0.23117 -0.74395
C 1.43888 0.70458 -0.44222
O 2.54845 0.47212 -1.28252
H -2.75280 -1.71378 0.94218
H -1.92982 -1.48818 2.60887
H -0.56146 0.23628 1.98048
H -0.95559 1.41780 -0.14176
H -1.79439 0.15762 -0.96834
H 0.16021 -1.30533 -0.72639
H 0.42287 -0.00589 -1.87801
H 1.68322 0.52150 0.59330
H 1.01678 1.76150 -0.53386
*
```

Most stable: model ii (next structure +99.7 kcal/mol)

Model i:
Computed, not measured: a cluster of 2 separate species, C2H5NO4 in total, with ωB97M-V with the def2-TZVPD basis set.

- LUMO (spin up / spin down): 0.37 / 0.45 eV
- HOMO (spin up / spin down): -8.7 / -8.7 eV

```
! wB97M-V def2-TZVPD RIJCOSX def2/J DEFGRID3
* xyz 0 1
C -0.86643 0.75073 0.12614
C 0.22546 -1.25527 0.68102
N 1.80077 0.32898 -1.25489
O 2.81213 0.22943 -0.50498
O 0.18519 -2.57322 0.52279
O 1.12276 -0.70145 1.25923
O -0.84685 -0.67326 0.15437
H -1.79211 1.02817 -0.36839
H -0.00206 1.10345 -0.44341
H -0.84104 1.15501 1.13900
H -0.62881 -2.84662 0.07834
H 2.56848 -0.12228 0.40403
*
```

Model ii:
Computed, not measured: a cluster of 2 separate species, C2H5NO4 in total, with ωB97M-V with the def2-TZVPD basis set.

- LUMO: 0.01 eV
- SMILES string: O=CNC(=O)O.O
- HOMO: -11.2 eV

```
! wB97M-V def2-TZVPD RIJCOSX def2/J DEFGRID3
* xyz 0 1
O -1.71169 1.38895 2.02460
C -1.02524 1.07125 1.08154
N -0.17489 -0.00876 1.08742
C 0.36538 -0.57458 2.26998
O 1.43100 -1.13118 2.24859
O -0.40303 -0.48854 3.34746
H -1.02718 1.61774 0.12773
H 0.35171 -0.18127 0.24761
H -1.11983 0.16088 3.16944
O 1.32126 -0.41701 -5.47590
H 0.85598 -1.26575 -5.56604
H 1.13653 -0.17173 -4.56244
*
```

Most stable: model ii (next structure +102.1 kcal/mol)

Model i:
Computed, not measured: a cluster of 2 separate species, C2H5NO4 in total, with ωB97M-V with the def2-TZVPD basis set.

- LUMO: 0.38 eV
- SMILES string: O=CNC(=O)O.O
- HOMO: -10.9 eV

```
! wB97M-V def2-TZVPD RIJCOSX def2/J DEFGRID3
* xyz 0 1
O -2.43563 -0.18421 -0.91084
C -1.27840 0.05220 -0.76739
N -0.47512 0.05268 0.44531
C -1.06320 -0.77592 1.55356
O -0.63996 -1.85766 1.87729
O -2.17741 -0.12358 2.10524
H -0.83085 0.54135 -1.70168
H 0.48619 -0.16269 0.36660
H -2.91316 -0.25235 1.53998
O 3.76190 0.90378 -1.08366
H 3.16094 1.24379 -1.64810
H 4.40469 0.56261 -1.77631
*
```

Model ii:
Computed, not measured: an isolated molecule of C2H5NO4, with ωB97M-V with the def2-TZVPD basis set.

- LUMO: -0.89 eV
- HOMO: -9.3 eV

```
! wB97M-V def2-TZVPD RIJCOSX def2/J DEFGRID3
* xyz 0 1
C 0.68229 -0.47811 -1.31878
C 0.72590 0.10987 0.06669
N -1.47210 0.67880 1.08313
O -0.62364 -0.38986 0.66985
O 0.76571 -1.74360 -1.48435
O 0.69300 1.49482 0.01148
O 1.72328 -0.48556 0.59843
H 0.88964 -2.13198 -0.58281
H -0.18664 1.75766 0.36219
H 0.70269 0.10502 -2.23824
H -1.50209 0.63314 2.09908
H -2.39803 0.44980 0.73335
*
```

Most stable: model i (next structure +77.3 kcal/mol)

Model i:
Computed, not measured: a structure of composition C2H5NO4, with ωB97M-V with the def2-TZVPD basis set.

- LUMO: 0.16 eV
- HOMO: -9.9 eV

```
! wB97M-V def2-TZVPD RIJCOSX def2/J DEFGRID3
* xyz 0 1
C 0.90367 -0.47103 0.39732
C 0.20670 0.81406 0.25259
N -1.86690 -0.06607 0.00345
O 2.00516 0.78511 0.12501
O 0.70967 -1.38814 -0.46980
O -1.73974 -1.16761 -0.71685
O -2.96878 0.34487 0.17609
H -0.65416 -1.36661 -0.71695
H 2.19591 0.68633 -0.82406
H 1.24631 -0.74975 1.40096
H -0.03716 1.14659 -0.74424
H -0.00070 1.43224 1.11647
*
```

Model ii:
Computed, not measured: a cluster of 2 separate species, C2H5NO4 in total, with ωB97M-V with the def2-TZVPD basis set.

- LUMO: 0.29 eV
- SMILES string: O=CNC(=O)O.O
- HOMO: -10.8 eV

```
! wB97M-V def2-TZVPD RIJCOSX def2/J DEFGRID3
* xyz 0 1
O -0.88290 1.26629 1.49178
C 0.29243 1.26268 1.05817
N 0.93576 0.65454 -0.09229
C 0.23240 -0.11049 -1.25097
O 0.66998 -0.10088 -2.33738
O -1.14348 -0.47000 -0.98966
H 1.13763 1.95414 1.71988
H 1.85762 0.94292 -0.24050
H -1.54038 -0.91320 -1.81874
O 0.01812 -2.02294 1.68513
H -0.04800 -1.34813 2.41092
H -0.39992 -1.51046 0.93232
*
```

Most stable: model ii (next structure +104.5 kcal/mol)